No. 1
19
Properties=species:S:1:pos:R:3:nbo_charge:R:1 method="wB97M-V/def2-TZVPD" total_charge=0 e_tot_ev=-9472.645 smiles="CC/C=C/CO.O" molar_mass_g_mol=104.149 e_homo_ev=-9.454
O -3.2129 -0.2886 0.6581 -0.7369
O -0.9778 -2.1328 -3.7274 -0.9424
C 0.2914 0.3333 0.3107 -0.1203
C 1.7494 0.0328 0.6600 -0.4568
C -1.9958 0.2941 1.1149 -0.0828
C 2.6844 1.2504 0.5128 -0.6291
C -0.7440 -0.4356 0.7074 -0.2609
H 3.0398 1.9005 1.3057 0.2239
H -2.1135 0.4234 2.1895 0.1892
H -0.5596 -1.3487 1.2677 0.1966
H 2.1538 -0.8483 0.1700 0.2235
H 0.0656 1.3276 -0.0642 0.1882
H -0.8726 -1.3510 -3.1765 0.4716
H -1.9461 1.3140 0.7253 0.1542
H -3.2072 -0.5712 -0.2565 0.4674
H 1.5451 -0.2577 1.6902 0.2224
H 2.4374 1.8498 -0.3651 0.2072
H 3.5995 0.7499 0.1693 0.2141
H -1.9368 -2.2418 -3.8920 0.4708

***

No. 2
11
Properties=species:S:1:pos:R:3:nbo_charge:R:1 method="wB97M-V/def2-TZVPD" total_charge=0 e_tot_ev=-11615.605 molar_mass_g_mol=113.080 e_homo_ev=-9.395
O 1.6292 -1.1833 -1.0268 -0.6282
N -0.2933 -1.4578 -0.2449 -0.4124
N -0.6291 2.5467 0.5401 -0.5798
N -1.1809 0.1889 1.0092 -0.2850
N 0.5220 0.6993 -0.4686 -0.5377
N -1.1110 -1.0117 0.6053 0.0275
C 0.6550 -0.4559 -0.6526 0.6844
C -0.5110 1.2320 0.3130 0.4541
H 2.1425 -0.4631 -1.6165 0.5042
H 0.1857 -2.5359 0.3286 0.4322
H -1.4092 2.4407 1.2133 0.3406

***

No. 3
18
Properties=species:S:1:pos:R:3:nbo_charge:R:1 method="wB97M-V/def2-TZVPD" total_charge=0 e_tot_ev=-6416.148 smiles=CC1(C)CCC1 molar_mass_g_mol=84.162 e_homo_ev=-10.467
C 0.8016 -0.3619 -0.9980 -0.4016
C -1.1211 -1.1089 0.4956 -0.6035
C -0.3413 0.0877 -0.0471 -0.0412
C -1.2848 1.1549 -0.5822 -0.6018
C 0.7544 0.5649 0.9469 -0.4015
C 1.7853 -0.3027 0.1924 -0.4015
H 1.9286 -1.2808 0.6657 0.1997
H -0.4492 -1.8785 0.8956 0.2065
H 0.5970 0.3570 2.0121 0.2020
H -1.9615 1.5141 0.2038 0.2072
H 1.0299 0.4064 -1.7490 0.2018
H 2.7711 0.1381 0.0073 0.2041
H -0.7256 2.0169 -0.9667 0.2053
H -1.7962 -0.8025 1.3046 0.2070
H -1.9001 0.7589 -1.4007 0.2073
H 0.9658 1.6336 0.8228 0.2014
H 0.6729 -1.3248 -1.5086 0.2019
H -1.7268 -1.5723 -0.2943 0.2070

***

No. 4
14
Properties=species:S:1:pos:R:3:nbo_charge:R:1 method="wB97M-V/def2-TZVPD" total_charge=0 e_tot_ev=-8371.895 smiles=CC1OCCO1 molar_mass_g_mol=88.106 e_homo_ev=-9.823
O -0.9232 0.2527 0.8160 -0.5327
O 1.0960 0.4309 -0.2341 -0.5250
C 0.0747 0.8686 -1.1087 -0.1062
C 0.4109 -0.2458 0.8016 0.3645
C -0.9508 1.3387 -0.0978 -0.0964
C 0.4397 -1.7434 0.4851 -0.6563
H -0.5128 -2.2177 0.7228 0.2236
H 0.8945 0.0531 1.7420 0.1623
H -0.6058 2.2675 0.3793 0.1689
H 1.2542 -2.2463 1.0121 0.2159
H 0.5051 1.6219 -1.7646 0.2006
H 0.6278 -1.8792 -0.5882 0.2189
H -1.9703 1.4643 -0.4664 0.1955
H -0.3400 0.0349 -1.6991 0.1662

***

No. 5
35
Properties=species:S:1:pos:R:3:nbo_charge:R:1 method="wB97M-V/def2-TZVPD" total_charge=0 e_tot_ev=-16271.754 multiplicity=2 molar_mass_g_mol=311.181 e_homo_ev="-3.083 / -9.352"
Cs 1.2711 -0.7268 -0.5372 0.0220
O -1.5029 -3.1902 1.6610 -0.5367
O 0.6694 5.7101 -0.3819 -0.5521
N 1.6915 2.1972 -0.9626 -0.8837
N -0.3405 -5.5469 -0.9293 -0.8344
C -0.6384 -3.7851 0.6307 -0.0674
C 0.8491 6.9738 -0.9684 -0.2450
C 1.3267 4.6138 -1.0309 -0.0752
C 1.1060 3.3311 -0.1788 -0.0708
C -1.3149 -4.9464 -0.1094 -0.0800
C 1.9255 3.4019 1.1610 -0.6245
C -2.5278 -2.4316 1.1156 -0.2590
C -1.9985 -6.0303 0.7718 -0.6326
H 0.9143 4.5097 -2.0344 0.1658
H 1.1733 2.0680 -1.8198 0.3613
H 0.1001 3.1196 0.1839 0.2142
H -1.2647 -6.6392 1.3000 0.2105
H -2.6576 -6.5646 0.0876 0.2109
H -2.0529 -1.6362 0.5411 0.1617
H 0.2791 -4.1529 1.0901 0.1795
H 2.9229 3.8329 1.0736 0.2062
H 1.9010 2.4147 1.6224 0.2132
H 0.2042 7.6203 -0.3732 0.2006
H 0.5679 -5.7065 -0.5177 0.3532
H 1.5259 4.1752 1.8170 0.2242
H 2.5990 2.5579 -1.2203 0.3630
H 2.3543 4.9460 -1.1784 0.1680
H -2.5723 -5.6092 1.5974 0.2216
H -3.3453 -2.9668 0.6325 0.1739
H -1.9851 -4.4305 -0.7970 0.1849
H 0.6588 6.9075 -2.0396 0.1648
H 1.8676 7.3517 -0.8785 0.1588
H -2.9369 -1.8177 1.9180 0.1929
H -0.6277 -6.4728 -1.2126 0.3591
H -0.1425 -3.0777 -0.0339 0.1513

***

No. 6
9
Properties=species:S:1:pos:R:3:nbo_charge:R:1 method="wB97M-V/def2-TZVPD" total_charge=0 e_tot_ev=-16056.526 smiles="S=C1CCO1" molar_mass_g_mol=88.131 e_homo_ev=-8.903
S 3.4125 -0.1536 0.0239 0.0051
O 1.3454 1.3358 -0.0670 -0.4850
C 1.8358 0.0483 -0.0285 0.1762
C -0.0514 0.9312 0.0962 -0.0737
C 0.5365 -0.6803 -0.0164 -0.4997
H 0.3748 -1.3387 0.7854 0.2386
H -0.6549 1.3514 -0.7846 0.1885
H -0.6657 1.2056 0.9524 0.1983
H 0.4102 -1.2060 -1.0450 0.2518